Below is one molecule with the formula C4H8N2O, with properties calculated with wB97M-V/def2-TZVPD.

Geometry as ORCA input:
```
! wB97M-V def2-TZVPD RIJCOSX def2/J DEFGRID3
* xyz 0 1
C -1.0588 -1.0775 0.5977
C -0.2271 -0.0397 -0.1174
C -0.7793 0.8804 -1.1254
N -0.4435 1.3664 0.2226
C 1.2184 -0.4488 -0.3219
O 1.5198 -1.2720 -1.1642
N 2.0630 0.1592 0.5418
H -2.1213 -0.8101 0.5730
H -0.9284 -2.0719 0.1615
H -0.7397 -1.1188 1.6463
H -0.1220 1.2556 -1.9072
H -1.8222 0.7705 -1.4126
H -1.2839 1.4370 0.7921
H 1.6622 0.9204 1.0660
H 3.0628 0.0495 0.4476
*
```

Properties
- ΔE to the lowest compared entry with this formula, charge and spin (kJ/mol) = 124.41
- F_max (eV/A) = 0.319
- SMILES string = C[C@@]1(C(N)=O)CN1
- LUMO energy (eV) = 0.99
- orbital gap (eV) = 10.578

Atomic partial charges in e from the Löwdin method, atoms 1 to 4:
1 C -0.012
2 C -0.469
3 C -0.088
4 N 0.048

=====

Below is one molecule with the formula C4H8N2O, with properties calculated with wB97M-V/def2-TZVPD.

Geometry as ORCA input:
```
! wB97M-V def2-TZVPD RIJCOSX def2/J DEFGRID3
* xyz 0 1
N 0.1701 1.8063 -1.4017
C -0.3118 0.9205 -0.3406
C -0.2907 -0.5871 -0.6752
C -0.1524 -1.4614 0.6187
O 1.0668 -1.3311 1.3590
C 0.6381 1.0978 0.7653
N 1.4577 1.1848 1.5717
H -0.4971 1.9204 -2.1566
H 0.3428 2.7267 -1.0032
H -1.3215 1.1857 0.0198
H 0.4834 -0.7805 -1.4223
H -1.2426 -0.8598 -1.1699
H -0.2296 -2.4994 0.3003
H -1.0349 -1.1734 1.2170
H 1.1613 -1.9314 2.1194
*
```

Properties
- ΔE to the lowest compared entry with this formula, charge and spin (kJ/mol) = 229.92
- F_max (eV/A) = 1.424
- SMILES string = N#C[C@@H](N)CCO
- LUMO energy (eV) = 0.78
- orbital gap (eV) = 10.720

Atomic partial charges in e from the Löwdin method, atoms 1 to 4:
1 N 0.039
2 C -0.393
3 C -0.131
4 C -0.241

=====

Below is one molecule with the formula C4H8N2O, with properties calculated with wB97M-V/def2-TZVPD.

Geometry as ORCA input:
```
! wB97M-V def2-TZVPD RIJCOSX def2/J DEFGRID3
* xyz 0 1
C -0.0374 1.4025 -0.0133
C 1.4538 1.3190 -0.2826
C -0.9819 -0.7677 -0.6815
C -0.6771 -1.3720 0.6560
O -0.7820 0.5141 -0.9309
N -1.4516 -1.4874 -1.6188
N 0.2583 -0.9618 1.3885
H -1.6109 -2.4563 -1.3610
H 0.3892 -1.4593 2.2679
H -0.2680 1.2311 1.0392
H -0.4381 2.3755 -0.3036
H -1.3098 -2.2438 0.8774
H 1.9637 2.1064 0.2691
H 1.6480 1.4434 -1.3452
H 1.8437 0.3562 0.0389
*
```

Properties
- ΔE to the lowest compared entry with this formula, charge and spin (kJ/mol) = 220.08
- F_max (eV/A) = 1.354
- SMILES string = [H]/N=C/C(=N\[H])OCC
- LUMO energy (eV) = 0.62
- orbital gap (eV) = 10.352

Atomic partial charges in e from the Löwdin method, atoms 1 to 4:
1 C -0.212
2 C -0.080
3 C -0.472
4 C -0.148

=====

Below is one molecule with the formula C4H8N2O, with properties calculated with wB97M-V/def2-TZVPD.

Geometry as ORCA input:
```
! wB97M-V def2-TZVPD RIJCOSX def2/J DEFGRID3
* xyz 0 1
C -1.0489 -1.0708 0.6012
C -0.2004 -0.0191 -0.0577
C -0.7312 0.9105 -1.0608
N -0.4907 1.3948 0.3013
C 1.2462 -0.4846 -0.3544
O 1.4876 -1.3541 -1.1703
N 2.0879 0.2152 0.4211
H -2.1117 -0.8233 0.5116
H -0.8521 -2.0250 0.1141
H -0.8132 -1.1711 1.6711
H -0.0383 1.3247 -1.7883
H -1.7404 0.7252 -1.4106
H -1.3890 1.4432 0.7931
H 1.4953 0.7915 0.9975
H 3.0988 0.1427 0.4313
*
```

Properties
- ΔE to the lowest compared entry with this formula, charge and spin (kJ/mol) = 156.83
- F_max (eV/A) = 1.474
- SMILES string = C[C@@]1(C(N)=O)CN1
- LUMO energy (eV) = 0.98
- orbital gap (eV) = 10.561

Atomic partial charges in e from the Löwdin method, atoms 1 to 4:
1 C -0.020
2 C -0.455
3 C -0.110
4 N 0.049

=====

Below is one molecule with the formula C4H8N2O, with properties calculated with wB97M-V/def2-TZVPD.

Geometry as ORCA input:
```
! wB97M-V def2-TZVPD RIJCOSX def2/J DEFGRID3
* xyz 0 1
N -1.9091 -0.1413 -0.3823
C -0.7973 -0.3454 0.5525
C 0.4123 -0.9279 -0.1773
C 1.2421 0.1598 -0.8519
O 1.8609 0.9312 0.1499
C -0.4765 1.0135 1.1884
N 0.6983 1.4619 1.0136
H -2.1018 -1.0001 -0.8918
H -2.7578 0.1007 0.1220
H -1.0731 -1.0182 1.3864
H 0.0907 -1.6605 -0.9197
H 1.0548 -1.4380 0.5514
H 0.6094 0.8111 -1.4756
H 2.0111 -0.2898 -1.4902
H 1.1362 2.3432 1.2245
*
```

Properties
- ΔE to the lowest compared entry with this formula, charge and spin (kJ/mol) = 446.11
- F_max (eV/A) = 0.905
- LUMO energy (eV) = 1.02
- orbital gap (eV) = 9.470

Atomic partial charges in e from the Löwdin method, atoms 1 to 4:
1 N 0.028
2 C -0.429
3 C -0.154
4 C -0.241

=====

Below is one molecule with the formula C4H8N2O, with properties calculated with wB97M-V/def2-TZVPD.

Geometry as ORCA input:
```
! wB97M-V def2-TZVPD RIJCOSX def2/J DEFGRID3
* xyz 0 1
C 1.1354 -0.0669 -1.0496
C -1.4000 -1.1859 -0.1678
C 1.2779 0.3940 0.2379
C -1.0933 0.2421 0.1712
O 2.4273 0.5632 0.9371
N 0.1654 0.4720 0.9814
N -2.0586 1.0604 0.2580
H 3.1774 0.3712 0.3619
H 0.2033 1.0519 1.8133
H -1.8127 1.9979 0.5624
H 0.5024 0.3356 -1.8175
H 1.9495 -0.6415 -1.4729
H -0.6021 -1.8662 0.1205
H -2.3372 -1.4653 0.3101
H -1.5346 -1.2623 -1.2459
*
```

Properties
- ΔE to the lowest compared entry with this formula, charge and spin (kJ/mol) = 270.96
- F_max (eV/A) = 3.912
- SMILES string = [H]/N=C(/C)NC(=C)O
- LUMO energy (eV) = 0.71
- orbital gap (eV) = 8.688

Atomic partial charges in e from the Löwdin method, atoms 1 to 4:
1 C 0.004
2 C -0.060
3 C -0.491
4 C -0.425

=====

Below is one molecule with the formula C4H8N2O, with properties calculated with wB97M-V/def2-TZVPD.

Geometry as ORCA input:
```
! wB97M-V def2-TZVPD RIJCOSX def2/J DEFGRID3
* xyz 0 1
C -1.8854 -1.1415 0.1178
C -0.9773 0.0013 -0.2003
C -1.3970 1.2636 -0.3287
C 1.2303 0.5309 0.2184
H -1.6637 -1.8623 -0.7353
H -2.9378 -0.8970 0.1286
H -1.4619 -1.6292 1.0253
H -0.7949 2.0643 -0.6734
H -2.4132 1.5115 -0.3053
H 0.8440 1.4507 0.7451
H 3.1945 0.8119 0.7784
H 2.2624 -1.4628 -0.1841
N 0.4148 -0.4019 -0.2190
N 2.5561 0.5020 0.0227
O 3.0291 -0.7415 -0.3900
*
```

Properties
- ΔE to the lowest compared entry with this formula, charge and spin (kJ/mol) = 376.18
- F_max (eV/A) = 3.348
- SMILES string = C=C(C)/N=C/NO
- LUMO energy (eV) = 0.86
- orbital gap (eV) = 9.473

Atomic partial charges in e from the Löwdin method, atoms 1 to 4:
1 C -0.068
2 C -0.432
3 C 0.027
4 C -0.231

=====

Below is one molecule with the formula C4H8N2O, with properties calculated with wB97M-V/def2-TZVPD.

Geometry as ORCA input:
```
! wB97M-V def2-TZVPD RIJCOSX def2/J DEFGRID3
* xyz 0 1
C 1.1436 -1.1457 -0.4299
C 0.1790 -0.0043 -0.2179
C -0.2210 0.8602 -1.3552
N -1.1760 -0.0770 -0.7638
C 0.2833 0.6352 1.1548
O 1.3672 0.8688 1.6657
N -0.9090 0.9127 1.7341
H 1.1349 -1.4803 -1.4734
H 2.1541 -0.8268 -0.1641
H 0.8757 -1.9942 0.2109
H -0.4440 1.9117 -1.1909
H 0.1989 0.6302 -2.3333
H -1.2800 -0.9020 -1.3486
H -1.7670 0.6599 1.2665
H -0.9182 1.3458 2.6429
*
```

Properties
- ΔE to the lowest compared entry with this formula, charge and spin (kJ/mol) = 110.97
- F_max (eV/A) = 0.415
- SMILES string = C[C@@]1(C(N)=O)CN1
- LUMO energy (eV) = 1.00
- orbital gap (eV) = 10.544

Atomic partial charges in e from the Löwdin method, atoms 1 to 4:
1 C -0.016
2 C -0.443
3 C -0.094
4 N 0.040

=====

Below is one molecule with the formula C4H8N2O, with properties calculated with wB97M-V/def2-TZVPD.

Geometry as ORCA input:
```
! wB97M-V def2-TZVPD RIJCOSX def2/J DEFGRID3
* xyz 0 1
C -2.0962 0.5899 0.5681
N -0.6868 0.1320 0.7865
C 0.3190 0.0741 -0.3681
C 1.8628 -0.3641 -0.2310
O 2.8127 0.6753 -0.1647
C -0.3653 -0.9345 -1.1506
N -0.9951 -1.7949 -1.5953
H -2.8765 -0.1666 0.3339
H -2.4201 1.0735 1.4990
H -2.1647 1.3368 -0.2266
H -0.7432 -0.7533 1.2923
H 0.3910 1.0481 -0.8853
H 2.1473 -0.8952 -1.1553
H 1.9904 -1.0864 0.5817
H 2.8245 1.0653 0.7156
*
```

Properties
- ΔE to the lowest compared entry with this formula, charge and spin (kJ/mol) = 266.91
- F_max (eV/A) = 1.780
- SMILES string = CN[C@H](C#N)CO
- LUMO energy (eV) = 0.75
- orbital gap (eV) = 10.038

Atomic partial charges in e from the Löwdin method, atoms 1 to 4:
1 C -0.123
2 N -0.092
3 C -0.252
4 C -0.202

=====

Below is one molecule with the formula C4H8N2O, with properties calculated with wB97M-V/def2-TZVPD.

Geometry as ORCA input:
```
! wB97M-V def2-TZVPD RIJCOSX def2/J DEFGRID3
* xyz 0 1
C 0.4282 -1.7597 0.0995
C -1.2158 0.3039 -0.1542
C 0.0032 -0.3292 0.2149
N 1.9613 1.1956 0.0848
C -2.2026 0.8318 -0.8232
O 1.0284 0.5218 -0.7242
N -0.6244 0.2747 1.3033
H 2.9059 1.0194 -0.2458
H 1.7937 2.1996 0.0430
H -0.4899 -0.1008 2.2348
H 0.5952 -2.0122 -0.9454
H 1.3701 -1.8822 0.6343
H -0.3464 -2.4120 0.5029
H -2.9998 1.3591 -0.3234
H -2.2071 0.7905 -1.9014
*
```

Properties
- ΔE to the lowest compared entry with this formula, charge and spin (kJ/mol) = 612.77
- F_max (eV/A) = 3.538
- SMILES string = C=C1N[C@]1(C)ON
- LUMO energy (eV) = 1.06
- orbital gap (eV) = 9.756

Atomic partial charges in e from the Löwdin method, atoms 1 to 4:
1 C -0.003
2 C -0.139
3 C -0.481
4 N -0.022

=====

Below is one molecule with the formula C4H8N2O, with properties calculated with wB97M-V/def2-TZVPD.

Geometry as ORCA input:
```
! wB97M-V def2-TZVPD RIJCOSX def2/J DEFGRID3
* xyz 0 1
C 1.1855 1.5046 -0.4977
C 0.4080 0.4053 0.1870
O 0.0806 0.8834 1.4874
C -0.8712 -0.0392 -0.5375
N -1.1439 -1.3243 0.1178
C 1.1845 -0.9152 0.4083
N 0.2214 -1.7870 0.3409
H 2.0623 1.7475 0.1077
H 0.5649 2.4024 -0.5898
H 1.5209 1.1929 -1.4916
H -0.4857 0.2161 1.9029
H -0.6788 -0.1686 -1.6127
H -1.6884 0.6677 -0.3808
H 0.3039 -2.7627 0.6052
H -1.5876 -1.9752 -0.5261
*
```

Properties
- ΔE to the lowest compared entry with this formula, charge and spin (kJ/mol) = 361.43
- F_max (eV/A) = 0.631
- LUMO energy (eV) = 0.80
- orbital gap (eV) = 9.386

Atomic partial charges in e from the Löwdin method, atoms 1 to 4:
1 C -0.036
2 C -0.616
3 O -0.016
4 C -0.147

=====

Below is a 2-piece molecular cluster, C4H8N2O overall, with properties calculated with wB97M-V/def2-TZVPD.

Geometry as ORCA input:
```
! wB97M-V def2-TZVPD RIJCOSX def2/J DEFGRID3
* xyz 0 1
C -0.9758 -0.3798 -1.1951
C 0.2103 0.1013 -0.3895
O -1.2184 0.3593 2.1979
C 1.5898 -0.4424 -0.5105
N 0.7662 -0.7752 0.6450
C 0.1235 1.5225 -0.0622
N 0.0768 2.6713 0.0694
H -1.8808 -0.2294 -0.5968
H -0.8779 -1.4455 -1.4259
H -1.0756 0.1750 -2.1320
H -0.9055 1.2629 2.3303
H 2.4203 0.2176 -0.2743
H 1.7849 -1.1996 -1.2642
H 0.3550 -1.7011 0.5325
H -0.3928 -0.1370 2.0756
*
```

Properties
- ΔE to the lowest compared entry with this formula, charge and spin (kJ/mol) = 225.29
- F_max (eV/A) = 1.135
- SMILES string = C[C@]1(C#N)CN1.O
- LUMO energy (eV) = 0.72
- orbital gap (eV) = 11.341

Atomic partial charges in e from the Löwdin method, atoms 1 to 4:
1 C -0.014
2 C -0.508
3 O -0.076
4 C -0.084

=====

Below is one molecule with the formula C4H8N2O, with properties calculated with wB97M-V/def2-TZVPD.

Geometry as ORCA input:
```
! wB97M-V def2-TZVPD RIJCOSX def2/J DEFGRID3
* xyz 0 1
C -1.2168 0.9650 -0.7559
C -0.1261 0.0689 -0.2194
C 0.8560 -0.4864 -1.1885
N 1.2780 0.5037 -0.2082
C -0.5090 -0.7256 1.0170
O -1.6464 -0.7270 1.4518
N 0.5034 -1.4512 1.5769
H -0.8268 1.5907 -1.5665
H -2.0334 0.3597 -1.1612
H -1.6298 1.6096 0.0239
H 1.2648 -1.4850 -1.0541
H 0.7549 -0.1574 -2.2223
H 1.3738 1.4182 -0.6419
H 1.4453 -1.1379 1.3880
H 0.3158 -1.8081 2.5023
*
```

Properties
- ΔE to the lowest compared entry with this formula, charge and spin (kJ/mol) = 115.88
- F_max (eV/A) = 0.333
- SMILES string = C[C@@]1(C(N)=O)CN1
- LUMO energy (eV) = 0.98
- orbital gap (eV) = 10.596

Atomic partial charges in e from the Löwdin method, atoms 1 to 4:
1 C -0.023
2 C -0.425
3 C -0.112
4 N 0.044

=====

Below is one molecule with the formula C4H8N2O, with properties calculated with wB97M-V/def2-TZVPD.

Geometry as ORCA input:
```
! wB97M-V def2-TZVPD RIJCOSX def2/J DEFGRID3
* xyz 0 1
C -1.8052 1.0650 0.4774
N -0.3521 1.0537 0.4018
C 0.1739 0.1134 -0.5482
C 1.6915 -0.1185 -0.3334
O 1.7587 -1.1990 0.5943
C -0.1982 -1.3405 -0.3788
N -0.1864 -2.5023 -0.4398
H -2.2398 0.0819 0.7244
H -2.1232 1.7904 1.2308
H -2.2192 1.3834 -0.4857
H 0.0528 0.8573 1.3128
H -0.1521 0.4016 -1.5585
H 2.1343 0.8027 0.0858
H 2.2043 -0.3288 -1.2834
H 1.2606 -2.0601 0.2005
*
```

Properties
- ΔE to the lowest compared entry with this formula, charge and spin (kJ/mol) = 293.21
- F_max (eV/A) = 3.724
- SMILES string = CN[C@H](C#N)CO
- LUMO energy (eV) = 0.87
- orbital gap (eV) = 10.804

Atomic partial charges in e from the Löwdin method, atoms 1 to 4:
1 C -0.121
2 N -0.089
3 C -0.309
4 C -0.203

=====

Below is C4H8N2O as an isolated structure, with properties calculated with wB97M-V/def2-TZVPD.

Geometry as ORCA input:
```
! wB97M-V def2-TZVPD RIJCOSX def2/J DEFGRID3
* xyz 0 1
C 1.3228 1.2919 1.1613
N 0.4589 0.1217 1.1579
C 0.3055 -0.4773 -0.1409
C -0.8540 -1.4894 -0.1347
O -1.7992 -0.4826 -0.4883
C -0.6314 0.2360 -1.0924
N -0.8698 0.7094 -2.2217
H 0.9899 2.1028 0.4916
H 1.3859 1.6810 2.1814
H 2.3309 0.9914 0.8560
H -0.4655 0.3672 1.5054
H 1.2685 -0.7946 -0.5450
H -1.0510 -1.9285 0.8367
H -0.7635 -2.2474 -0.9234
H -1.8145 0.2735 -2.0688
*
```

Properties
- ΔE to the lowest compared entry with this formula, charge and spin (kJ/mol) = 357.74
- F_max (eV/A) = 2.773
- LUMO energy (eV) = 1.01
- orbital gap (eV) = 10.471

Atomic partial charges in e from the Löwdin method, atoms 1 to 4:
1 C -0.121
2 N -0.088
3 C -0.252
4 C -0.144

=====

Below is one molecule with the formula C4H8N2O, with properties calculated with wB97M-V/def2-TZVPD.

Geometry as ORCA input:
```
! wB97M-V def2-TZVPD RIJCOSX def2/J DEFGRID3
* xyz 0 1
C 1.2737 -0.2535 0.4308
C -1.3834 0.3648 0.2777
C 1.3988 -1.3695 -0.5574
N -2.4922 0.1141 -0.4476
C 0.4846 1.6701 0.5543
O 1.4787 1.0217 -0.1236
N -0.8276 1.5279 0.3514
H 1.7739 -0.3579 1.3867
H -0.8681 -0.4745 0.7706
H -3.0585 -0.6898 -0.2371
H -2.9150 0.8591 -0.9776
H 0.8114 2.5905 1.0285
H 2.3748 -1.3365 -1.0683
H 1.3171 -2.3350 -0.0529
H 0.6318 -1.3314 -1.3355
*
```

Properties
- ΔE to the lowest compared entry with this formula, charge and spin (kJ/mol) = 444.76
- F_max (eV/A) = 0.809
- LUMO energy (spin up / spin down) (eV) = 0.75 / 0.77
- orbital gap (spin up / spin down) (eV) = 7.622 / 7.367

Atomic partial charges in e from the Löwdin method, atoms 1 to 4:
1 C -0.265
2 C -0.268
3 C -0.114
4 N 0.118

=====

Below is a 2-piece molecular cluster, C4H8N2O overall, with properties calculated with wB97M-V/def2-TZVPD.

Geometry as ORCA input:
```
! wB97M-V def2-TZVPD RIJCOSX def2/J DEFGRID3
* xyz 0 1
N 1.5060 -0.0714 -2.0213
C 1.7375 -1.2017 -2.3804
O 2.0136 -2.2595 -2.8173
C 0.5117 0.6483 1.5735
N -0.0826 0.3610 0.2781
C -1.4568 0.7792 0.0659
C -1.1212 -0.6553 0.2371
H 1.3612 -0.0227 1.7318
H 0.9827 0.2154 -1.1734
H -0.2007 0.5179 2.4032
H 0.8756 1.6797 1.5789
H -1.9581 1.2827 0.8916
H -1.6781 1.1735 -0.9225
H -1.3935 -1.1286 1.1797
H -1.0974 -1.3186 -0.6248
*
```

Properties
- ΔE to the lowest compared entry with this formula, charge and spin (kJ/mol) = 198.43
- F_max (eV/A) = 0.783
- SMILES string = CN1CC1.N=C=O
- LUMO energy (eV) = 0.83
- orbital gap (eV) = 10.806

Atomic partial charges in e from the Löwdin method, atoms 1 to 4:
1 N 0.170
2 C -0.419
3 O 0.114
4 C -0.088